A single C5H8O molecule, computed with the ωB97M-V functional and the def2-TZVPD basis.

Structure (XYZ):
```
14
C5H8O (the ωB97M-V functional and the def2-TZVPD basis)
C -0.9454 -0.7449 0.2153
C -0.1293 0.5074 0.0400
C -0.7038 1.7178 -0.1382
C 1.3700 0.3927 0.1271
C 2.0870 -0.6999 -0.2024
H -2.7663 -1.3230 -0.1051
H -0.5425 -1.5703 -0.4590
H -0.8221 -1.1960 1.2714
H -1.8124 1.7817 -0.1566
H -0.1195 2.6575 -0.1533
H 1.9396 1.3266 0.4748
H 1.6123 -1.7110 -0.6407
H 3.1594 -0.6631 -0.1128
O -2.3270 -0.4757 -0.1605
```

Output
* strongest force on any atom: 3.03 eV/A
* HOMO-LUMO gap: 9.764 eV
* SMILES string: C=CC(=C)CO
* total charge: 0
* HOMO: -0.32686 Eh
* energy relative to the best compared isomer or geometry (same formula, charge and spin): 47.9 kcal per mole